{"formula": "C12H14Cl2N2", "method": "ωB97M-V/def2-TZVPD", "elements": ["C", "C", "C", "N", "C", "C", "H", "H", "H", "H", "H", "C", "C", "C", "N", "C", "C", "H", "H", "H", "H", "H", "Cl", "C", "C", "Cl", "H", "H", "H", "H"], "coordinates": [[7.86713, -11.81286, -6.06078], [7.32150, -12.96196, -6.59108], [7.85045, -14.18133, -6.17094], [8.73030, -14.29730, -5.18767], [9.20164, -13.18308, -4.62926], [8.82267, -11.92355, -5.06419], [7.65629, -10.82497, -6.45166], [6.62492, -12.96978, -7.41828], [7.55914, -15.11436, -6.64455], [9.92929, -13.34038, -3.84205], [9.30705, -11.06785, -4.61179], [9.32572, -21.15457, -7.32433], [9.22955, -22.10983, -6.32632], [8.82043, -23.39280, -6.66879], [8.45759, -23.76225, -7.89216], [8.48180, -22.81723, -8.83022], [8.92362, -21.52669, -8.59602], [9.79687, -20.19767, -7.14417], [9.57985, -21.90869, -5.32191], [8.80523, -24.18283, -5.92435], [8.13437, -23.06768, -9.82641], [8.99468, -20.80842, -9.40358], [7.77824, -18.61833, -2.25198], [8.87821, -18.79930, -3.67500], [9.16290, -17.41953, -4.23956], [10.53676, -17.57163, -5.36046], [8.30555, -19.37237, -4.39865], [9.74563, -19.32294, -3.29596], [9.43175, -16.71989, -3.45535], [8.33659, -17.02238, -4.81577]], "energy_ha": -1495.54281, "homo_lumo_gap_ha": 0.3820, "smiles": "c1ccncc1.c1ccncc1.ClCCCl", "fmax_ev_per_a": 1.0}